[1]
10
Properties=species:S:1:pos:R:3:forces:R:3 method="wB97M-V/def2-TZVPD" homo_lumo_gap_ev=7.90 fmax_ha_per_bohr=0.093 total_energy_ev=-20032.971 total_charge=-1 homo_ev=-4.45 lumo_ev=3.456 e_above_lowest_kj_mol=65.9
O -1.25930 -0.67911 2.15740 -0.2849 -0.4021 0.7670
C -0.78504 -0.19527 1.16120 -1.4437 0.9559 0.0576
S -1.87322 1.27766 0.45194 0.3780 0.0176 -0.2977
N 0.24095 -0.52926 0.47723 3.3905 -0.2527 -3.3332
C 0.76054 0.29807 -0.55955 -0.7066 0.6216 0.5044
N 1.56303 0.18327 -1.59010 -1.2269 -0.5847 1.9025
O 2.05050 -1.11535 -1.83916 -0.0382 -0.3186 0.1714
H -2.79167 1.11970 1.39420 -0.1290 -0.0649 0.2836
H 0.44462 1.34363 -0.47369 0.1012 -0.0301 -0.1374
H 1.64961 -1.70334 -1.17947 -0.0403 0.0580 0.0818

[2]
10
Properties=species:S:1:pos:R:3:forces:R:3 method="wB97M-V/def2-TZVPD" homo_lumo_gap_ev=7.76 fmax_ha_per_bohr=0.089 total_energy_ev=-20031.464 total_charge=-1 homo_ev=-3.74 lumo_ev=4.022 e_above_lowest_kj_mol=211.3
C 0.08279 2.07624 0.15218 -0.3521 -4.0111 -1.4063
C -0.24427 0.73885 -0.18198 -1.6059 -0.7181 -3.1908
N 0.41680 3.13882 0.28884 1.0209 4.3498 0.9292
N 0.27037 -0.33483 0.50114 -1.3433 -1.4883 0.4614
O -3.00290 0.01354 -1.14472 0.2097 -0.2981 -0.5784
O -2.21353 -0.49472 1.13522 -0.3745 -0.6268 0.5012
S -2.41890 0.53044 0.08796 0.7347 1.0559 0.4044
H -0.33275 0.59478 -1.84169 0.5453 0.5003 3.7975
H -0.59704 -0.81262 0.92149 1.0193 0.1936 -0.4573
H 1.01122 -0.38274 1.18870 0.1458 1.0428 -0.4607

[3]
9
Properties=species:S:1:pos:R:3:forces:R:3 method="wB97M-V/def2-TZVPD" homo_lumo_gap_ev="7.32 / 6.22" fmax_ha_per_bohr=0.109 total_energy_ev=-16431.606 total_charge=0 homo_ev="-8.70 / -8.53" lumo_ev="-1.374 / -2.309" e_above_lowest_kj_mol=660.1
C 0.29406 0.09478 0.02755 3.9093 3.7869 -1.3705
C 1.43157 -0.62920 0.31689 1.8995 0.2963 -0.0186
N -1.81549 -0.78968 0.53334 0.3559 -0.9757 0.1725
N -1.05087 -0.12524 -0.02079 -3.0029 -0.1292 0.8415
O -1.58805 1.10500 -0.89010 4.6307 0.1183 -1.3486
P 2.20590 -2.02012 0.98131 -0.9758 -0.2185 -0.0283
H 0.51167 1.19568 -0.30405 -0.5920 -2.3831 0.6090
H 2.48614 -0.07881 0.11301 -2.6497 -0.2785 0.1079
H -2.47491 1.24759 -0.75715 -3.5751 -0.2165 1.0349

[4]
8
Properties=species:S:1:pos:R:3:forces:R:3 method="wB97M-V/def2-TZVPD" homo_lumo_gap_ev="7.41 / 7.30" fmax_ha_per_bohr=0.085 multiplicity=3 total_energy_ev=-14385.197 total_charge=0 homo_ev="-6.73 / -10.02" lumo_ev="0.684 / -2.721" e_above_lowest_kj_mol=218.5
C -0.63562 -0.42793 1.27697 -1.3094 0.9836 -1.1312
C -1.53936 0.31540 0.58452 0.9234 -2.1176 2.0069
N 0.35389 -0.87752 1.78874 -1.2622 0.3164 1.9322
N 0.88425 0.02930 -0.85206 2.7058 -0.7080 -1.6184
P -0.48789 0.76120 -0.68774 -0.2372 3.8396 -2.0892
H 0.94178 -1.46380 1.26778 1.1838 -0.9242 -0.7425
H 1.63238 0.37605 -1.54275 -1.9352 -0.5989 1.3537
H -1.14943 1.28729 -1.83546 -0.0690 -0.7910 0.2886

[5]
8
Properties=species:S:1:pos:R:3:forces:R:3 method="wB97M-V/def2-TZVPD" homo_lumo_gap_ev=9.50 fmax_ha_per_bohr=0.033 total_energy_ev=-6588.698 total_charge=0 homo_ev=-9.06 lumo_ev=0.433 e_above_lowest_kj_mol=374.1
N 1.07482 -0.14029 -0.08619 -0.2232 -0.1238 -0.2553
N 0.55750 1.05362 0.08468 -0.0759 -0.2834 -0.2103
C -0.74827 0.88149 0.18333 -0.0860 0.2922 0.3880
C -1.12143 -0.49172 0.24849 -0.3411 0.6222 0.3798
N 0.08661 -1.12508 0.13060 -0.4986 0.3767 0.0726
H 2.06150 -0.28856 0.10402 -0.3770 -0.1432 -0.0027
H -1.42294 1.72060 0.23082 0.1867 0.1091 0.0881
H -0.39980 -1.63974 -0.63592 1.4152 -0.8498 -0.4602

[6]
8
Properties=species:S:1:pos:R:3:forces:R:3 method="wB97M-V/def2-TZVPD" homo_lumo_gap_ev=11.58 fmax_ha_per_bohr=0.022 total_energy_ev=-6591.626 total_charge=0 homo_ev=-10.44 lumo_ev=1.145 e_above_lowest_kj_mol=91.6
C 0.04552 -0.95051 0.25636 0.0647 -0.1497 0.1122
C 0.91007 0.16347 0.39089 0.0999 0.0342 0.0647
N 0.39365 1.18485 -0.25640 -0.1698 -0.3053 0.1951
N -0.70476 0.66748 -0.83019 -0.4973 -0.1168 0.3253
N -0.96269 -0.60628 -0.50471 0.1479 -0.0874 0.4828
H 0.04823 -1.90454 0.75772 0.2971 -0.1079 -0.2546
H 1.83283 0.25739 0.94110 -0.0143 -0.0214 -0.0841
H -1.56286 1.18814 -0.75478 0.0718 0.7543 -0.8413

[7]
9
Properties=species:S:1:pos:R:3:forces:R:3 method="wB97M-V/def2-TZVPD" homo_lumo_gap_ev=10.39 fmax_ha_per_bohr=0.006 total_energy_ev=-8640.068 total_charge=0 homo_ev=-9.82 lumo_ev=0.572 e_above_lowest_kj_mol=41.2
O 1.04859 0.27059 -1.67047 -0.0200 -0.0122 -0.0403
C 0.37195 0.19624 -0.51174 -0.1452 -0.2079 0.1718
N 0.07659 1.13290 0.35623 -0.0061 -0.2154 -0.2188
C -0.55799 0.41694 1.33145 -0.1262 -0.0745 0.2091
N -0.66302 -0.87647 1.11577 0.1070 0.2994 0.1030
N -0.06991 -0.99942 -0.09193 0.2279 -0.0723 -0.0966
H 0.62016 0.89544 -2.26305 0.0607 0.2510 0.0362
H -0.93834 0.86143 2.24150 0.0275 -0.0009 -0.1841
H 0.11197 -1.89764 -0.50776 -0.1256 0.0328 0.0197

[8]
9
Properties=species:S:1:pos:R:3:forces:R:3 method="wB97M-V/def2-TZVPD" homo_lumo_gap_ev=10.15 fmax_ha_per_bohr=0.005 total_energy_ev=-8637.249 total_charge=0 homo_ev=-10.18 lumo_ev=-0.028 e_above_lowest_kj_mol=313.1
O -1.88046 -0.63966 0.05054 -0.1048 0.1077 -0.0552
C -0.64461 -0.10867 0.06076 -0.0146 0.1255 -0.2403
N 0.49697 -0.91791 0.28807 0.0203 0.0895 -0.0855
C 1.45834 -0.08708 -0.15545 0.0758 0.0531 0.0436
N 0.99518 1.07610 -0.63518 0.0101 -0.1796 0.0831
N -0.31763 1.07318 -0.51280 -0.0102 -0.1735 0.0955
H -2.48254 0.06352 -0.23484 0.0316 -0.1093 0.0405
H 2.51191 -0.31265 -0.06706 -0.1505 0.0367 -0.0205
H -0.13716 -0.14683 1.20597 0.1423 0.0498 0.1387